Computed, not measured: CH3Cl2N3 in the gas phase at a distorted geometry, with ωB97M-V/def2-TZVPD.

Output
Net charge = 0
Lowest unoccupied orbital energy = -0.56 eV
ΔE to the lowest compared entry with this formula, charge and spin = 53.7 kcal per mole
HOMO-LUMO gap = 7.15 eV

Each atom is followed by the atoms it is bonded to, with distances in Å.
Geometry (Å):
1 N -0.454 0.570 -0.005  C2 1.318, H7 1.027, H8 1.013
2 C 0.615 -0.199 0.029  N1 1.318, N3 1.746, N5 1.325
3 N 2.248 0.416 -0.041  C2 1.746, Cl4 1.697
4 Cl 3.335 -0.887 -0.064  N3 1.697
5 N 0.493 -1.517 0.097  C2 1.325, Cl6 1.813, H9 0.981
6 Cl -1.148 -2.266 -0.092  N5 1.813
7 H -0.372 1.451 -0.526  N1 1.027
8 H -1.348 0.211 0.307  N1 1.013
9 H 1.059 -2.240 -0.247  N5 0.981

Mulliken atomic charge list, values in e, 4 entries:
1. N -0.373
2. C 0.563
3. N -0.333
4. Cl -0.195